(1)
{
  "formula": "C19H18F3NO4",
  "method": "ωB97M-V/def2-TZVPD",
  "homo_lumo_gap_ev": 8.25,
  "smiles": "CCOC(=O)[C@](O)(c1ccc(/N=C/c2ccccc2O)c(C)c1)C(F)(F)F",
  "elements": ["C", "C", "O", "C", "O", "C", "O", "C", "C", "C", "C", "N", "C", "C", "C", "C", "C", "C", "C", "O", "C", "C", "C", "C", "F", "F", "F", "H", "H", "H", "H", "H", "H", "H", "H", "H", "H", "H", "H", "H", "H", "H", "H", "H", "H"],
  "coordinates": [[-0.508468, 0.766670, 6.502979], [-0.634032, 1.358042, 5.107469], [0.254174, 0.707202, 4.190353], [-0.153861, -0.428703, 3.672863], [-1.222175, -0.948502, 3.847464], [0.910613, -1.003911, 2.715966], [2.174345, -0.637894, 3.188816], [0.590286, -0.497613, 1.315590], [1.550371, 0.179300, 0.577382], [1.252986, 0.622223, -0.695887], [-0.009152, 0.407638, -1.246754], [-0.365623, 0.894815, -2.488000], [0.409674, 0.894626, -3.503721], [0.016200, 1.475754, -4.760804], [0.902566, 1.452935, -5.844337], [0.556705, 2.002153, -7.057251], [-0.695911, 2.587326, -7.214328], [-1.590389, 2.620098, -6.166798], [-1.254935, 2.070056, -4.928275], [-2.149679, 2.118098, -3.938567], [-0.998844, -0.240469, -0.488099], [-2.363770, -0.451255, -1.062551], [-0.680630, -0.687831, 0.780745], [0.836603, -2.547743, 2.751551], [1.846883, -3.051977, 2.008272], [-0.281172, -3.088329, 2.278678], [1.014711, -3.021470, 3.989107], [0.523725, 0.819497, 6.839520], [-0.824521, -0.273488, 6.496490], [-1.138114, 1.322368, 7.191771], [-0.329886, 2.405977, 5.090695], [-1.659513, 1.256191, 4.738128], [2.856980, -1.043251, 2.636610], [2.524683, 0.379849, 0.995884], [1.993607, 1.167671, -1.262389], [1.401063, 0.427014, -3.477832], [1.872569, 0.995051, -5.710917], [1.251083, 1.979098, -7.882801], [-0.971208, 3.018759, -8.164975], [-2.565168, 3.068871, -6.275518], [-1.742423, 1.681029, -3.146879], [-2.302441, -1.006388, -1.997230], [-2.989904, -1.001662, -0.366440], [-2.832365, 0.507935, -1.279343], [-1.439439, -1.183165, 1.366717]],
  "forces_ev_per_a": [[0.082, 0.005, -0.408], [-0.432, 0.121, 0.355], [0.345, 0.280, 0.063], [0.229, -0.379, -0.231], [-0.129, -0.017, 0.089], [-0.305, -0.160, 0.038], [0.166, 0.045, -0.035], [0.129, 0.095, -0.021], [-0.059, -0.208, 0.189], [-0.182, -0.005, -0.247], [0.374, -0.317, 0.905], [-0.334, 0.391, -0.790], [0.112, -0.258, 0.340], [-0.211, 0.217, -0.346], [-0.162, 0.050, 0.077], [0.198, -0.042, -0.135], [-0.018, -0.048, 0.162], [-0.093, 0.015, 0.098], [0.231, -0.067, -0.103], [-0.146, 0.057, -0.018], [0.200, 0.042, -0.098], [0.044, 0.013, -0.003], [0.120, 0.068, -0.099], [0.144, -0.452, 0.129], [0.192, 0.164, -0.156], [-0.189, 0.154, -0.101], [-0.020, 0.167, 0.225], [0.072, 0.024, 0.080], [-0.040, -0.059, 0.049], [-0.063, 0.053, 0.095], [-0.061, -0.131, -0.047], [0.171, 0.102, 0.021], [-0.168, -0.022, 0.015], [0.052, 0.033, 0.050], [0.049, 0.085, -0.043], [-0.007, 0.006, 0.133], [0.101, -0.051, 0.020], [0.063, -0.008, -0.059], [-0.040, 0.042, -0.076], [-0.110, 0.048, -0.005], [0.051, 0.011, -0.058], [-0.089, -0.020, -0.065], [-0.080, -0.024, 0.028], [-0.119, 0.024, -0.049], [-0.067, -0.045, 0.035]],
  "mulliken_charge": [-1.132, -0.231, -0.330, 0.018, -0.573, 1.484, -0.727, 0.456, -1.155, -0.563, -0.078, -0.448, -0.209, 0.752, -0.652, -0.678, -0.368, -0.585, 0.272, -0.637, 0.345, -1.516, -0.299, 0.631, -0.297, -0.251, -0.289, 0.305, 0.315, 0.402, 0.316, 0.318, 0.485, 0.453, 0.540, 0.451, 0.340, 0.398, 0.374, 0.414, 0.494, 0.336, 0.429, 0.286, 0.405]
}

---

(2)
{
  "formula": "C59H64AsGeN10O3SW",
  "method": "ωB97M-V/def2-TZVPD",
  "homo_lumo_gap_ev": 6.32,
  "total_charge": 3,
  "elements": ["W", "N", "C", "C", "C", "C", "C", "C", "S", "O", "O", "N", "C", "N", "C", "C", "C", "N", "H", "H", "H", "H", "H", "H", "H", "H", "H", "C", "N", "C", "C", "N", "C", "C", "N", "C", "C", "N", "C", "N", "C", "C", "C", "N", "C", "H", "H", "H", "H", "H", "H", "H", "H", "H", "H", "H", "H", "H", "H", "H", "H", "H", "H", "H", "H", "H", "H", "H", "H", "O", "As", "C", "C", "C", "C", "C", "C", "C", "C", "C", "C", "C", "C", "C", "C", "C", "C", "C", "C", "H", "H", "H", "H", "H", "H", "H", "H", "H", "H", "H", "H", "H", "H", "H", "C", "Ge", "C", "C", "C", "C", "C", "C", "C", "C", "C", "C", "C", "C", "C", "C", "C", "C", "C", "C", "H", "H", "H", "H", "H", "H", "H", "H", "H", "H", "H", "H", "H", "H", "H", "H"],
  "coordinates": [[-0.200378, 0.836471, -0.636917], [2.353730, 8.192538, 1.788224], [1.813650, 6.967792, 1.693197], [2.007009, 6.013608, 2.717637], [1.449196, 4.768444, 2.632660], [0.708559, 4.402789, 1.496355], [0.484265, 5.349774, 0.485923], [1.026634, 6.604907, 0.579000], [-0.171992, 2.932503, 1.434223], [-0.880777, 2.685516, 2.645683], [-0.934034, 2.914428, 0.155068], [0.712376, 1.566720, 1.009682], [1.696889, 1.021810, 1.870223], [2.214161, -0.150216, 1.537755], [3.113111, -0.652103, 2.391129], [3.487253, 0.010105, 3.543477], [2.884611, 1.235755, 3.773297], [1.984478, 1.748951, 2.936108], [2.873523, 8.470295, 2.602228], [2.176849, 8.897207, 1.094371], [2.583660, 6.284565, 3.592604], [1.569679, 4.065986, 3.441576], [-0.145403, 5.105164, -0.354672], [0.832196, 7.335794, -0.195633], [3.538077, -1.614858, 2.130319], [4.214154, -0.404198, 4.225999], [3.123093, 1.827410, 4.649450], [0.761213, 3.761424, -2.497776], [-0.609652, 3.608218, -2.968410], [-0.976462, 4.588521, -3.997144], [-2.405328, 4.221280, -4.352925], [-2.637297, 2.995610, -3.582093], [-3.988927, 2.450340, -3.666894], [-1.558845, 2.663563, -2.834337], [-1.461278, 1.544696, -2.092489], [-2.473567, 0.487462, -2.050523], [-3.211191, 0.625786, -0.746783], [-2.177607, 0.493518, 0.297957], [-2.636697, 0.600815, 1.568048], [-3.709435, 1.309758, 1.972827], [-4.439737, 2.381727, 1.307366], [-3.942692, 1.132109, 3.413362], [-2.683287, 0.418380, 3.881541], [-2.095253, -0.025036, 2.622982], [-0.885776, -0.796203, 2.694592], [1.465220, 3.290552, -3.185015], [0.916136, 3.380176, -1.503514], [0.962320, 4.830952, -2.469942], [-0.293986, 4.503741, -4.844177], [-0.887409, 5.594081, -3.587505], [-2.535801, 4.020952, -5.415809], [-3.123713, 4.985240, -4.054899], [-4.594402, 3.198539, -4.172295], [-4.430279, 2.284694, -2.685776], [-4.041351, 1.544416, -4.269187], [-1.947437, -0.478198, -2.082730], [-3.107837, 0.449943, -2.922457], [-3.996764, -0.121055, -0.632484], [-3.654021, 1.619030, -0.754560], [-3.757604, 3.091251, 0.837583], [-4.995096, 2.912827, 2.075291], [-5.163075, 2.008630, 0.585103], [-4.847984, 0.545576, 3.577154], [-4.064628, 2.102690, 3.888622], [-2.896585, -0.441173, 4.515396], [-1.986055, 1.079284, 4.401029], [-0.110435, -0.229632, 3.214878], [-0.550080, -1.055674, 1.700349], [-1.065569, -1.727728, 3.234501], [1.005406, 1.138041, -1.787712], [2.039052, -1.522164, -1.661040], [1.554896, -1.880821, -3.481495], [0.740031, -0.991998, -4.177221], [0.473914, -1.215106, -5.519888], [1.028029, -2.309605, -6.171565], [1.849382, -3.185681, -5.479131], [2.115264, -2.974023, -4.133055], [2.994121, -3.020710, -0.940556], [4.201196, -2.782336, -0.284332], [4.901778, -3.841969, 0.273343], [4.409770, -5.136574, 0.167915], [3.218509, -5.374603, -0.503520], [2.511297, -4.320503, -1.059275], [3.460266, -0.204387, -1.825672], [4.361930, -0.566906, -2.824192], [5.495090, 0.200840, -3.053867], [5.734080, 1.331848, -2.290222], [4.835845, 1.691957, -1.295114], [3.703123, 0.927835, -1.058271], [0.327693, -0.117038, -3.698507], [-0.153351, -0.522197, -6.066389], [0.827389, -2.473117, -7.222186], [2.286627, -4.037846, -5.982099], [2.762079, -3.664978, -3.607273], [4.609065, -1.781210, -0.214052], [5.843170, -3.656925, 0.773770], [4.965271, -5.961125, 0.594768], [2.838311, -6.382956, -0.602071], [1.596695, -4.525808, -1.595950], [4.199342, -1.444554, -3.437669], [6.187068, -0.091481, -3.832142], [6.617942, 1.929427, -2.468578], [5.017526, 2.573818, -0.694275], [3.026679, 1.233587, -0.278888], [0.348748, -1.228138, -0.655446], [-0.931343, -2.916711, -0.659760], [-0.791669, -4.151088, -2.160571], [-0.646677, -5.503842, -1.840406], [-0.757854, -6.481871, -2.818264], [-1.035492, -6.124168, -4.129523], [-1.199182, -4.785931, -4.458336], [-1.077118, -3.809061, -3.481724], [-2.841999, -2.503717, -0.569224], [-3.481186, -2.402783, 0.666942], [-4.859619, -2.267287, 0.753616], [-5.629311, -2.239516, -0.403486], [-5.011963, -2.360818, -1.641151], [-3.632104, -2.502537, -1.719479], [-0.431862, -3.788557, 1.019641], [0.793613, -3.614602, 1.662875], [1.088215, -4.283714, 2.842362], [0.160013, -5.151786, 3.400918], [-1.059061, -5.349624, 2.768902], [-1.349186, -4.674717, 1.590579], [0.701898, -1.336766, 0.378385], [-0.441103, -5.806499, -0.819134], [-0.641011, -7.524486, -2.552759], [-1.132799, -6.886815, -4.890907], [-1.424132, -4.502363, -5.478577], [-1.203965, -2.771706, -3.769226], [-2.903934, -2.453836, 1.581146], [-5.338614, -2.215017, 1.723791], [-6.706445, -2.156040, -0.339442], [-5.608368, -2.378108, -2.544566], [-3.183180, -2.647148, -2.695505], [1.552289, -2.956298, 1.254290], [2.049374, -4.138551, 3.320089], [0.388097, -5.677501, 4.318696], [-1.784634, -6.033671, 3.189189], [-2.307067, -4.854017, 1.114161]],
  "forces_ev_per_a": [[0.009, 0.382, 0.044], [-0.003, -0.004, -0.002], [-0.003, -0.013, -0.013], [-0.009, -0.011, 0.016], [-0.037, -0.033, 0.106], [-0.079, -0.004, -0.048], [0.097, 0.009, -0.080], [0.002, 0.003, -0.002], [0.229, 0.084, 0.031], [-0.021, -0.008, 0.013], [0.192, 0.041, -0.088], [-0.077, -0.215, 0.205], [0.048, 0.091, 0.096], [-0.006, -0.015, 0.032], [-0.038, 0.023, -0.030], [0.010, 0.010, 0.022], [0.012, -0.007, 0.009], [-0.009, -0.026, -0.045], [0.001, -0.003, 0.005], [0.002, 0.001, -0.008], [-0.011, 0.001, 0.002], [0.005, -0.015, 0.005], [-0.048, -0.021, -0.013], [0.003, -0.003, 0.007], [-0.008, -0.003, -0.016], [-0.006, 0.009, 0.002], [-0.004, 0.001, -0.005], [0.046, -0.091, -0.134], [-0.010, 0.111, 0.022], [-0.025, 0.037, 0.060], [0.034, -0.049, -0.054], [0.076, -0.097, -0.074], [-0.008, -0.003, 0.098], [-0.194, 0.032, -0.031], [-0.138, 0.092, -0.002], [-0.030, -0.224, 0.008], [-0.019, -0.067, 0.018], [-0.049, -0.040, -0.032], [0.026, 0.100, 0.029], [-0.034, -0.039, 0.004], [0.115, 0.005, -0.049], [-0.021, -0.038, -0.010], [-0.024, -0.056, -0.004], [0.052, 0.060, 0.026], [-0.096, -0.105, -0.085], [0.018, -0.021, 0.044], [-0.027, -0.027, 0.100], [0.009, 0.017, -0.052], [0.004, -0.022, -0.001], [-0.005, 0.013, -0.025], [-0.012, 0.028, -0.005], [-0.004, -0.008, 0.027], [-0.015, 0.022, 0.040], [0.026, -0.049, -0.019], [0.010, -0.010, -0.009], [-0.006, -0.026, 0.058], [-0.049, 0.087, -0.127], [0.020, 0.013, 0.031], [-0.064, 0.017, 0.056], [-0.001, -0.035, -0.036], [0.019, 0.030, 0.000], [-0.019, -0.024, -0.013], [0.009, -0.011, 0.005], [-0.009, 0.004, -0.001], [0.005, 0.002, 0.003], [-0.013, 0.019, -0.007], [0.032, -0.012, 0.034], [-0.017, -0.021, -0.011], [0.011, 0.013, 0.017], [0.109, 0.019, 0.101], [-0.244, -0.086, 0.049], [0.093, -0.082, -0.024], [0.018, -0.048, -0.095], [0.015, 0.033, 0.011], [0.008, -0.015, -0.009], [-0.017, -0.011, 0.037], [0.008, -0.046, -0.030], [0.032, -0.049, -0.012], [-0.015, 0.045, 0.100], [-0.012, -0.011, 0.005], [0.002, 0.000, -0.002], [0.002, -0.001, 0.011], [-0.013, -0.019, -0.048], [-0.008, -0.013, -0.089], [0.031, 0.044, -0.029], [-0.010, -0.018, -0.007], [0.003, 0.007, 0.019], [0.016, 0.016, 0.001], [-0.010, -0.021, 0.028], [-0.038, 0.099, 0.095], [0.002, -0.010, 0.002], [-0.004, 0.001, 0.005], [-0.003, 0.008, -0.005], [-0.008, 0.014, 0.012], [-0.024, -0.008, -0.021], [0.002, -0.007, 0.000], [-0.007, 0.001, 0.001], [0.014, -0.001, -0.003], [-0.017, 0.021, -0.011], [-0.016, 0.002, 0.018], [-0.001, 0.005, 0.004], [-0.006, 0.003, 0.004], [0.001, -0.006, -0.001], [-0.019, -0.001, -0.016], [0.088, -0.036, -0.416], [0.184, 0.120, 0.133], [-0.008, -0.004, 0.002], [0.058, -0.003, 0.028], [-0.009, -0.022, -0.020], [-0.003, -0.015, 0.007], [0.008, 0.023, -0.024], [-0.006, 0.026, -0.014], [-0.031, -0.048, 0.039], [0.016, 0.097, 0.018], [-0.019, -0.007, -0.007], [0.001, 0.000, 0.008], [-0.018, -0.011, 0.000], [-0.028, -0.034, -0.052], [0.003, -0.045, -0.045], [0.005, 0.101, 0.048], [-0.011, -0.013, 0.009], [0.000, 0.009, 0.001], [-0.003, -0.004, 0.003], [-0.034, -0.044, -0.047], [-0.019, 0.085, 0.051], [-0.002, 0.017, -0.003], [0.000, 0.007, 0.000], [0.003, 0.006, 0.003], [0.003, 0.001, 0.003], [0.031, 0.001, 0.001], [0.024, 0.026, 0.027], [0.004, 0.007, -0.009], [0.006, 0.005, 0.003], [0.004, -0.004, 0.005], [-0.011, -0.002, 0.039], [-0.012, -0.013, -0.025], [-0.004, 0.001, 0.002], [0.003, 0.000, -0.006], [0.004, 0.002, -0.002], [0.019, 0.004, -0.009]],
  "mulliken_charge": [1.472, -0.430, 1.016, -0.951, -0.807, -0.204, -0.356, -1.050, 1.879, -0.799, -0.795, 0.477, 0.029, 1.081, -0.352, -1.200, -0.696, -0.430, 0.209, 0.206, 0.332, 0.579, 0.672, 0.356, 0.144, 0.513, 0.522, -1.362, 0.551, -0.645, -0.846, 0.063, -0.872, 0.560, 0.527, -1.287, -0.256, 0.614, -1.017, 0.253, -0.984, -0.762, -0.556, 0.978, -1.181, 0.280, 0.531, 0.446, 0.355, 0.408, 0.394, 0.448, 0.461, 0.287, 0.322, -1.110, 0.684, 0.156, 0.959, 0.257, 0.479, 0.330, 0.313, 0.520, 0.459, 0.292, 0.518, -0.089, 0.641, -1.223, 2.543, 0.390, -0.987, -0.810, -0.786, -1.133, 0.120, 0.754, -1.035, -0.934, -0.910, -0.941, 0.517, 0.915, -0.945, -0.872, -0.861, -1.106, -0.170, 0.460, 0.486, 0.478, 0.486, 0.567, 0.633, 0.505, 0.463, 0.528, 0.236, 0.415, 0.496, 0.447, 0.542, 0.722, -0.217, 2.815, 0.437, -0.220, -0.872, -0.892, -1.192, -0.204, 0.265, -0.093, -0.778, -1.075, -0.845, -0.407, 0.260, 0.294, -0.932, -0.852, -0.993, -0.020, -1.346, 0.382, 0.469, 0.450, 0.482, 0.677, 0.385, 0.583, 0.461, 0.531, 0.281, -0.357, 0.526, 0.473, 0.476, 0.524]
}

---

| no. | LUMO (eV) |
| --- | --- |
| 1 | -0.189 |
| 2 | -8.348 |